No. 1
The following is a quantum chemistry calculation of a 2-piece molecular cluster, C31H34BFO2S overall, from OMol25.

```
! wB97M-V def2-TZVPD RIJCOSX def2/J DEFGRID3
* xyz 0 1
C 0.22 0.57 -1.18
H 1.66 -1.61 0.45
C -0.64 0.06 -0.19
C 0.56 -0.26 -2.26
C 2.80 2.27 -2.50
H -0.89 0.70 0.66
H -0.41 7.05 0.06
C 0.21 5.11 1.75
C 3.20 2.12 2.90
C 4.58 3.74 -1.69
H 0.22 2.32 -2.22
C 5.21 -1.10 -3.32
H -0.17 5.71 2.58
H 1.98 3.59 0.51
H -3.19 4.64 -0.79
H -3.97 3.45 0.28
C 2.12 0.08 1.79
H 6.17 -3.33 -4.82
H 3.12 -3.78 -3.29
C 3.18 -0.24 -0.27
C -2.22 3.57 2.34
H -1.18 -3.07 -1.42
H 4.25 4.55 0.29
H -3.80 5.14 0.82
H 3.13 3.13 2.48
C -1.15 -1.23 -0.28
O -0.16 4.50 -0.56
H 6.01 -0.66 -3.92
C 4.80 -0.48 -2.15
H 1.20 0.13 -3.05
H 5.12 -2.32 -5.82
H 4.52 -3.87 -5.19
C 0.08 -1.56 -2.33
C 5.13 -2.99 -4.96
C 2.06 2.51 -1.33
C 2.26 -0.73 0.64
H -1.83 -1.61 0.49
H 2.41 1.64 -3.29
H -2.62 4.42 2.90
C 0.65 2.01 -1.22
H -1.31 3.22 2.83
O -1.51 2.78 0.20
C 4.62 -2.30 -3.73
H 0.39 -2.19 -3.17
H 2.37 -2.67 -1.20
S 4.20 0.93 0.56
H 4.17 2.03 3.41
C 4.04 2.89 -2.64
C -1.29 6.43 0.28
H -1.95 6.43 -0.60
B -0.46 3.17 -0.57
C 3.85 3.94 -0.52
H -2.96 2.76 2.38
H 5.33 0.41 -1.79
C -1.98 3.96 0.89
C 3.58 -2.84 -2.97
H 5.54 4.22 -1.86
H 1.35 -0.05 2.56
H 0.49 4.11 2.13
C -0.83 5.03 0.62
C 3.70 -0.97 -1.41
F 4.79 2.59 -3.76
C -3.32 4.33 0.26
C 3.15 -2.21 -1.81
H 2.40 1.98 3.64
H -1.81 6.88 1.13
C -0.79 -2.05 -1.35
C 3.07 1.09 1.85
H 1.12 5.59 1.37
C 2.59 3.37 -0.37
*
```

Summary:
structure (SMILES)	CC1(C)OB([C@H](c2ccccc2)c2cccc(F)c2)OC1(C)C.Cc1ccc(-c2ccc(C)s2)cc1
energy above the lowest of the compared OMol25 structures with the same formula, charge and spin	22.7	kJ/mol
E_HOMO	-7.381	eV



No. 2
The following is a quantum chemistry calculation of C31H34BeGe2N9P as an isolated structure, from OMol25.

```
! wB97M-V def2-TZVPD RIJCOSX def2/J DEFGRID3
* xyz 1 2
C -3.34 0.87 -0.71
N -1.02 -3.30 -1.12
C -3.08 4.79 0.17
Be -0.38 -1.65 -1.00
N 0.40 -1.75 0.60
N 4.88 -1.96 -0.94
C -0.31 -3.07 3.82
C 4.03 -2.16 -1.70
C 2.01 1.11 3.83
C 1.80 1.82 1.52
N -1.74 -0.68 -0.81
H -3.59 -4.86 1.33
H -1.26 -2.65 4.15
H -4.73 -1.02 1.73
C -0.74 3.26 0.09
C -2.21 0.49 -1.37
H -4.02 1.67 -0.87
C -0.99 -4.35 -2.02
H -3.10 4.41 2.29
C -2.56 -0.95 0.20
C 3.39 1.17 3.76
H 1.76 5.08 -2.45
H 3.59 0.84 -3.10
H 4.00 0.98 4.65
C 1.76 -1.81 -2.40
C -2.46 4.60 -1.05
C 1.64 -1.65 1.15
H -0.99 3.16 2.22
H 5.07 1.59 2.49
C -1.90 -3.59 -0.19
C 3.99 1.57 2.58
C 3.02 -3.42 -3.60
C 3.62 1.40 -2.16
H 3.59 0.68 -1.32
C -1.28 3.83 -1.09
C -4.61 -0.02 1.30
C -1.41 3.51 1.30
H 3.28 4.82 -1.43
H -1.70 1.01 -2.14
H 0.57 1.31 -3.77
C -3.49 -5.40 0.39
H -4.41 0.76 2.06
H -3.20 -6.42 0.65
H -0.77 3.67 -2.05
Ge 2.14 2.60 -2.14
H 0.21 3.06 -3.84
N -3.52 -0.05 0.34
C 1.56 -2.06 2.46
H 0.43 -2.98 4.64
H 4.57 1.96 -2.11
N -2.44 -4.81 -0.42
N 0.23 -2.40 2.67
C -2.62 4.19 1.35
C 1.21 1.39 2.73
H -4.45 -5.38 -0.15
H 3.31 4.63 -3.21
C 1.02 2.30 -3.74
H 0.11 1.26 2.77
C -1.89 -5.30 -1.57
H 2.53 -1.32 0.62
H -5.54 0.28 0.82
C -0.45 -2.16 1.53
Ge 0.78 2.11 -0.09
H 3.63 2.29 0.60
H 2.34 -2.19 3.22
C 3.19 1.93 1.52
H -0.37 -4.33 -2.89
H 1.51 0.82 4.76
H -4.01 5.39 0.20
N 3.02 -4.27 -4.39
N 0.72 -1.33 -2.19
C 2.95 -2.43 -2.60
H -2.84 5.05 -1.95
H -2.13 -6.27 -1.98
C 2.68 4.47 -2.32
P -2.25 -2.46 1.23
H 1.73 2.44 -4.53
H -0.47 -4.14 3.67
*
```

Summary:
expectation value of S²	0.758
E_HOMO (alpha / beta)	-8.920 / -10.628	eV